# 1
ORCA calculation (ωB97M-V/def2-TZVPD) on the molecule C3H4Cl3F3Si.

```
! RIJCOSX wB97M-V def2-TZVPD def2/J DEFGRID3
* xyz 0 1
C 0.85492 -0.13047 1.23198
C 0.11199 0.49429 0.06451
C -1.45860 0.41428 0.41984
F -2.17892 0.90503 -0.59405
F -1.57169 1.33154 1.44978
F -1.86584 -0.73967 0.92208
Si 0.62136 -0.47224 -1.67190
Cl -0.72868 -1.98929 -1.66856
Cl 0.35618 0.91525 -3.07852
Cl 2.52463 -1.09298 -1.68052
H 0.60150 -1.17539 1.31121
H 1.84206 -0.20408 1.18814
H 0.56188 0.25202 2.18848
H 0.32920 1.49172 -0.08247
*
```

Structure (SMILES) = C[C@H](C(F)(F)F)[Si](Cl)(Cl)Cl
Kohn-Sham gap = 11.140 eV
Energy above the lowest of the compared OMol25 structures with the same formula, charge and spin = 10.9 kcal per mole
Max |F| = 4.534 eV Å⁻¹

These are the natural (NBO) partial charges, in e, on atoms 1 to 6: number 1, C, carries -0.63; number 2, C, carries -0.64; number 3, C, carries 0.99; number 4, F, carries -0.32; number 5, F, carries -0.36; number 6, F, carries -0.31

=====

# 2
ORCA calculation (ωB97M-V/def2-TZVPD) on a cluster of 8 separate species, C24H28F7O22 in total.

```
! RIJCOSX wB97M-V def2-TZVPD def2/J DEFGRID3
* xyz -1 1
C -8.96104 -0.16983 2.02323
C -8.50368 -1.39650 1.26823
O -7.45123 -2.15001 1.91593
C -6.27530 -1.40161 2.06211
H -9.46935 0.49038 1.30924
H -9.62399 -0.44842 2.85021
H -9.31921 -2.13066 1.14588
H -8.20020 -1.12486 0.24558
H -5.45221 -1.80041 1.44208
H -6.40689 -0.35258 1.80362
H -5.94103 -1.50433 3.10214
C -2.71820 -0.59047 4.19312
C -3.23933 0.56470 5.01171
O -3.29512 1.61115 4.05349
C -3.48679 1.02543 2.83635
O -3.79606 1.60662 1.85165
O -3.24167 -0.29937 2.89839
F -2.37857 0.91882 6.00379
H -1.62922 -0.59821 4.14962
H -3.06934 -1.55545 4.53996
H -4.23189 0.41113 5.43763
C -0.48436 2.07428 1.09614
C 0.43993 0.98419 1.58029
O 0.96591 0.46775 0.36480
C 0.93173 1.47294 -0.54435
O 1.50271 1.44696 -1.58783
O 0.16170 2.49195 -0.11857
F -0.22163 0.00052 2.23252
H -1.48464 1.70215 0.86564
H -0.56781 2.90101 1.79647
H 1.26581 1.33034 2.20431
C 3.32915 1.53326 -4.29368
C 2.26692 2.43260 -4.86864
O 2.13224 1.94131 -6.19615
C 2.47569 0.62448 -6.17462
O 2.23991 -0.14785 -7.04149
O 3.10573 0.31344 -5.01728
F 2.66900 3.72504 -4.91236
H 4.33280 1.90738 -4.50316
H 3.21545 1.37955 -3.22463
H 1.30339 2.37314 -4.36021
C -1.67533 -4.66621 3.67505
C -0.28671 -5.25772 3.70193
O 0.53219 -4.09658 3.74072
C -0.18561 -3.11741 4.34968
O 0.28056 -2.10767 4.76102
O -1.49352 -3.44723 4.41294
F -0.00985 -5.95665 2.57796
H -1.99238 -4.43238 2.65765
H -2.42379 -5.29526 4.14910
H -0.07026 -5.88067 4.57160
C 3.38716 -2.83464 2.91082
C 4.29411 -1.66675 2.61746
O 5.14147 -1.64201 3.75368
C 5.20919 -2.91522 4.23652
O 6.01203 -3.29596 5.01810
O 4.24119 -3.68561 3.68626
F 3.61318 -0.49432 2.54439
H 2.52698 -2.53675 3.51078
H 3.04114 -3.34385 2.01481
H 4.90246 -1.77845 1.71806
C 0.04161 -1.89755 -3.95113
C -0.91956 -1.11868 -3.08767
O -1.42655 -2.11332 -2.21445
C -0.46585 -3.06957 -2.09145
O -0.44934 -3.90867 -1.25706
O 0.48029 -2.92253 -3.05301
F -1.93820 -0.59265 -3.80969
H -0.46403 -2.34963 -4.80560
H 0.88369 -1.30569 -4.30289
H -0.45360 -0.32655 -2.49802
C 6.11251 6.61881 -6.58576
C 5.28975 7.47056 -5.65046
O 4.80553 6.52125 -4.71821
C 5.70801 5.50282 -4.66992
O 5.74449 4.67227 -3.82916
O 6.56709 5.57634 -5.71799
F 4.24198 8.05335 -6.28165
H 5.49895 6.19173 -7.38044
H 6.95304 7.15062 -7.02452
H 5.85666 8.23845 -5.12061
*
```

Kohn-Sham gap = 2.555 eV
Max |F| = 1.420 eV Å⁻¹

These are the Mulliken partial charges, in e, on atoms 1 to 6: number 1, C, carries -0.75; number 2, C, carries -0.29; number 3, O, carries -0.19; number 4, C, carries -0.84; number 5, H, carries 0.08; number 6, H, carries 0.02

=====

# 3
ORCA calculation (ωB97M-V/def2-TZVPD) on a structure of composition C15H20Br4N3.

```
! RIJCOSX wB97M-V def2-TZVPD def2/J DEFGRID3
* xyz 1 1
N 4.32366 -2.14223 0.64240
C 3.87349 -0.70994 0.68168
C 2.76450 -0.55236 1.87095
C 1.65290 0.48861 1.29857
C 1.92443 2.02119 1.45276
C 0.86152 3.00629 0.89170
C -0.39780 2.38696 0.18443
C -1.52043 3.34571 -0.41313
N -1.44149 4.82086 -0.31410
C -2.74879 2.69965 -1.12940
N -2.92979 1.23710 -1.23714
C -1.95956 0.33527 -0.67286
C -2.22880 -1.23331 -0.77722
C -3.39398 -1.71210 0.24233
C -3.68204 -0.69975 1.45422
Br -5.03898 -1.62500 2.63407
C -0.66036 0.85022 0.03233
C 0.41899 -0.14361 0.60673
H 4.35184 -2.48809 1.61282
H 3.63525 -2.72401 0.12570
H 3.30312 -0.47211 -0.30295
H 4.73992 0.01773 0.86866
H 2.18371 -1.52927 2.05988
H 3.20042 -0.14851 2.84780
H 2.85013 2.47341 1.94459
H 1.04589 4.12196 1.03094
H -0.71772 5.10550 0.37299
H -2.34331 5.09349 0.13530
H -3.56304 3.34248 -1.60311
H -3.77595 0.90158 -1.71811
H -2.58629 -1.52958 -1.83513
H -1.31257 -1.88493 -0.55750
H -3.07750 -2.71794 0.72325
H -4.38931 -1.92365 -0.29131
H -2.78110 -0.51505 2.14351
H -4.20099 0.27975 1.13708
H 0.34165 -1.28557 0.55322
C 2.74305 -3.36530 -3.28517
Br 1.93207 -2.24732 -1.91961
Br 1.46784 -4.61439 -4.04342
Br 3.61975 -2.30730 -4.65289
H 3.51569 -3.95642 -2.79483
*
```

Kohn-Sham gap = 6.769 eV
Max |F| = 5.054 eV Å⁻¹

These are the natural (NBO) partial charges, in e, on atoms 1 to 6: number 1, N, carries -0.83; number 2, C, carries -0.22; number 3, C, carries -0.46; number 4, C, carries 0.02; number 5, C, carries -0.16; number 6, C, carries -0.20

=====

# 4
ORCA calculation (ωB97M-V/def2-TZVPD) on a cluster of 8 separate species, C31H61FO24S in total.

```
! RIJCOSX wB97M-V def2-TZVPD def2/J DEFGRID3
* xyz 0 1
C 3.91486 -0.87743 -1.05090
C 4.02940 0.44029 -1.83489
C 3.78116 1.67156 -0.95249
C 3.33461 2.99655 -1.62356
C 1.99330 3.49288 -1.05857
C 0.83649 2.68581 -1.61330
C -0.50729 2.93449 -0.95678
C -1.58376 1.92689 -1.32919
C -1.20501 0.48415 -1.03682
F -1.88558 2.03959 -2.68908
O 0.71058 3.06956 -3.01648
S 1.81057 2.48589 -3.98709
O 1.68663 3.21755 -5.20311
O 1.70119 1.05533 -3.98269
C 3.30972 3.01000 -3.16714
H 4.83427 -1.46013 -1.10800
H 3.71124 -0.69871 0.00734
H 3.10595 -1.50252 -1.43285
H 5.03872 0.51482 -2.24915
H 3.33540 0.43237 -2.67451
H 4.70482 1.87874 -0.40513
H 3.04753 1.40706 -0.18337
H 4.07425 3.75792 -1.36564
H 2.01030 3.42984 0.03203
H 1.82904 4.54271 -1.32090
H 1.07610 1.61683 -1.58243
H -0.37373 2.86542 0.12690
H -0.83885 3.94844 -1.19408
H -2.50681 2.18381 -0.80127
H -0.61926 0.08315 -1.86661
H -2.08954 -0.13905 -0.91060
H -0.60254 0.41407 -0.12866
H 3.43464 4.03099 -3.53000
H 4.09562 2.39401 -3.60815
C -3.71540 2.22986 -9.76614
O -3.65598 1.77534 -8.41072
C -2.46047 1.94988 -7.82764
O -1.50079 2.45008 -8.35311
O -2.53154 1.48311 -6.58840
C -1.32988 1.63499 -5.80767
H -4.72891 2.02353 -10.09724
H -3.50346 3.29629 -9.82277
H -2.99645 1.69262 -10.38201
H -1.07715 2.68875 -5.70880
H -0.49633 1.10696 -6.26644
H -1.56876 1.21139 -4.84104
C -5.73620 4.19157 -0.77679
O -6.15001 3.80837 0.54416
C -5.23587 4.04218 1.47989
O -4.15529 4.54225 1.29563
O -5.70921 3.61793 2.65336
C -4.81495 3.81621 3.75554
H -6.55601 3.93483 -1.44025
H -5.53711 5.26048 -0.81753
H -4.83579 3.64748 -1.05632
H -4.59779 4.87480 3.88242
H -3.88457 3.27411 3.59307
H -5.33048 3.42833 4.62925
C 9.05537 -1.81643 -1.24683
O 9.54531 -1.11508 -0.09615
C 8.65182 -0.30256 0.46874
O 7.52077 -0.13295 0.09324
O 9.21949 0.27511 1.52583
C 8.35426 1.16233 2.24851
H 9.88512 -2.42803 -1.58623
H 8.20358 -2.43928 -0.97870
H 8.75587 -1.11343 -2.02163
H 7.48970 0.62061 2.62783
H 8.02047 1.97318 1.60388
H 8.95528 1.54619 3.06631
C 8.60711 -3.28398 2.31146
O 7.41450 -3.12882 3.08712
C 6.79983 -4.27315 3.38498
O 7.16312 -5.37325 3.05572
O 5.71704 -3.99321 4.10810
C 4.95268 -5.14388 4.48893
H 8.98688 -2.28253 2.14336
H 9.34517 -3.87389 2.85221
H 8.38684 -3.76906 1.36160
H 5.55629 -5.82049 5.09095
H 4.59102 -5.67130 3.60841
H 4.12042 -4.76222 5.07132
C 1.34275 -8.47631 8.49131
O 2.19612 -8.23809 7.36507
C 3.32431 -8.94791 7.37413
O 3.65676 -9.73169 8.22492
O 4.02207 -8.64009 6.28135
C 5.27177 -9.33293 6.16289
H 0.48021 -7.83540 8.33955
H 1.04217 -9.52169 8.52625
H 1.85386 -8.21926 9.41714
H 5.10756 -10.40786 6.12174
H 5.91702 -9.09970 7.00774
H 5.71165 -8.97783 5.23616
C -9.97675 2.13973 -4.09574
O -9.07356 1.76431 -5.14110
C -7.89938 2.39490 -5.10621
O -7.56950 3.21562 -4.28650
O -7.15592 1.95807 -6.11740
C -5.82977 2.50833 -6.17202
H -10.87156 1.54854 -4.26230
H -9.54649 1.91551 -3.12129
H -10.20422 3.20275 -4.15135
H -5.27890 2.26172 -5.26659
H -5.87333 3.58998 -6.28670
H -5.35824 2.04625 -7.03323
C -10.06748 -0.29206 6.22262
O -9.29223 -0.53626 5.04334
C -8.14124 0.13261 4.99567
O -7.73086 0.88741 5.84080
O -7.52154 -0.17372 3.85775
C -6.26402 0.48930 3.68632
H -10.95960 -0.89997 6.11141
H -9.51188 -0.58548 7.11134
H -10.32853 0.76207 6.29495
H -5.57493 0.20438 4.48040
H -6.39564 1.56705 3.68150
H -5.88428 0.15959 2.72382
*
```

Structure (SMILES) = CCC[C@@H]1C[C@@H](C[C@H](C)F)OS(=O)(=O)C1.COC(=O)OC.COC(=O)OC.COC(=O)OC.COC(=O)OC.COC(=O)OC.COC(=O)OC.COC(=O)OC
Kohn-Sham gap = 10.942 eV
Max |F| = 0.335 eV Å⁻¹

These are the Mulliken partial charges, in e, on atoms 1 to 6: number 1, C, carries -1.45; number 2, C, carries 0.20; number 3, C, carries -1.32; number 4, C, carries 0.59; number 5, C, carries -1.56; number 6, C, carries 0.71